Entry from OMol25: a molecular structure, C4H3Br2NO at a distorted geometry (the ωB97M-V functional and the def2-TZVPD basis).

Properties
Energy above the lowest of the compared OMol25 structures with the same formula, charge and spin (eV): 1.294
HOMO-LUMO gap (alpha / beta) (eV): 8.92 / 8.92
Strongest force on any atom (eV Å⁻¹): 4.7

```
11
C4H3Br2NO (the ωB97M-V functional and the def2-TZVPD basis)
C 0.21 -0.05 -0.52
C -1.37 -1.40 0.12
C -0.58 -0.25 0.73
C 1.30 0.99 -0.68
N -0.24 -0.87 -1.36
O -2.01 -2.33 0.30
Br -2.01 1.07 1.10
Br 0.38 -0.61 2.44
H 1.88 0.76 0.24
H 0.69 1.84 -0.79
H 1.76 0.84 -1.57
```

---

Entry from OMol25: a molecular structure, C34H34CoN2O3S4Te at a distorted geometry (the ωB97M-V functional and the def2-TZVPD basis).

Properties
HOMO-LUMO gap (alpha / beta) (eV): 6.68 / 5.94
Multiplicity: 3
Strongest force on any atom (eV Å⁻¹): 1.9
Charge: -1

```
79
C34H34CoN2O3S4Te (the ωB97M-V functional and the def2-TZVPD basis)
Co 11.26 14.62 11.94
O 15.08 14.90 12.38
C 15.16 15.75 11.26
C 13.81 16.30 10.82
C 13.21 17.17 11.91
C 11.82 17.65 11.76
C 11.53 19.02 11.89
C 10.21 19.45 11.92
C 9.23 18.55 11.62
C 9.57 17.23 11.41
N 10.82 16.79 11.51
H 14.85 14.02 12.05
H 15.55 15.24 10.38
H 15.77 16.58 11.55
H 13.17 15.46 10.59
H 13.87 16.87 9.90
H 13.89 18.04 12.06
H 13.28 16.60 12.86
H 12.30 19.80 12.06
H 10.01 20.49 12.06
H 8.21 18.83 11.61
H 8.89 16.49 11.08
O 6.97 15.07 17.31
C 7.73 14.89 16.39
S 9.48 15.23 16.46
C 9.93 14.88 14.83
C 8.92 14.41 14.03
S 9.04 14.11 12.37
S 7.35 14.24 14.77
S 11.46 15.37 14.26
C 19.68 8.16 10.68
C 18.34 8.88 10.85
C 18.18 10.14 10.25
C 16.99 10.86 10.48
C 16.91 12.23 9.91
C 15.97 10.28 11.26
Te 14.07 11.23 11.43
N 11.60 12.80 11.27
C 10.65 12.10 11.69
O 9.34 12.48 12.29
C 10.65 10.64 11.72
C 10.34 9.94 12.87
C 10.35 8.54 12.89
C 10.66 7.85 11.74
C 11.06 8.56 10.62
C 10.97 9.92 10.60
C 13.78 10.96 9.32
C 13.96 9.66 8.94
C 13.83 9.26 7.62
C 13.53 10.22 6.67
C 13.34 11.54 7.07
C 13.46 11.93 8.39
C 13.35 13.38 8.71
C 16.16 9.03 11.84
C 15.25 8.41 12.85
C 17.35 8.36 11.62
H 20.47 8.65 11.26
H 20.00 8.14 9.63
H 19.59 7.14 11.06
H 18.98 10.62 9.66
H 17.83 12.51 9.36
H 16.69 13.00 10.67
H 16.09 12.32 9.20
H 10.15 10.41 13.82
H 10.08 7.96 13.74
H 10.66 6.77 11.70
H 11.33 8.02 9.74
H 11.21 10.42 9.67
H 14.07 8.88 9.66
H 13.96 8.23 7.36
H 13.37 9.95 5.64
H 13.06 12.27 6.36
H 12.36 13.54 9.16
H 13.41 14.01 7.80
H 14.12 13.71 9.43
H 14.23 8.66 12.69
H 15.53 8.69 13.83
H 15.32 7.35 12.81
H 17.44 7.36 12.05
```